78
Properties=species:S:1:pos:R:3 method="wB97M-V/def2-TZVPD" charge=+1 spin_multiplicity=2 relative_energy_ev=1.8068
Re 0.2513 0.4954 0.1641
C -2.6870 -3.9788 0.6912
C -2.9064 -2.6318 1.3355
C -3.8840 -2.4444 2.3076
C -4.0697 -1.2124 2.9204
C -5.1254 -1.0217 3.9807
C -3.2665 -0.1369 2.5407
C -2.2862 -0.3013 1.5787
C -2.1129 -1.5480 0.9944
N -1.3826 0.7596 1.1696
C -1.6757 2.2025 1.5257
C -0.5211 3.0346 0.9751
C -2.9570 2.6188 0.8149
C -1.7694 2.4387 3.0491
H -3.4834 -4.6769 0.9482
H -1.7408 -4.4228 1.0135
H -2.6548 -3.8935 -0.3983
H -4.5047 -3.2846 2.6049
H -5.4457 -1.9779 4.3939
H -6.0073 -0.5266 3.5676
H -4.7511 -0.4058 4.8000
H -3.4297 0.8190 3.0178
H -1.3239 -1.6890 0.2612
H -0.3886 2.9001 -0.1096
H 0.4208 2.8269 1.4938
H -0.7416 4.0911 1.1259
H -2.8208 2.5890 -0.2705
H -3.2020 3.6431 1.1028
H -3.7981 1.9771 1.0757
H -1.3684 1.6005 3.6100
H -2.7970 2.6028 3.3729
H -1.2018 3.3289 3.3234
C 2.6516 0.8544 2.7430
Si 1.4338 -0.4512 2.2404
C 2.3258 -2.0451 1.8781
C 0.2868 -0.8305 3.6516
C 0.1634 -0.0067 4.7762
C -0.6504 -0.3649 5.8477
C -1.3579 -1.5612 5.8135
C -1.2381 -2.4029 4.7131
C -0.4186 -2.0407 3.6521
H 3.4825 0.3857 3.2829
H 2.2072 1.6059 3.3991
H 3.0641 1.3715 1.8715
H 2.4683 -2.5959 2.8119
H 3.3133 -1.8712 1.4403
H 1.7645 -2.6873 1.1905
H 0.7092 0.9298 4.8326
H -0.7234 0.2861 6.7113
H -1.9865 -1.8459 6.6496
H -1.7742 -3.3453 4.6861
H -0.3249 -2.7215 2.8085
Cl 2.2456 1.3326 -1.4331
C 2.1235 -0.2805 -0.5674
H 3.0059 -0.3655 0.0488
H 2.1161 -1.0745 -1.3063
C -2.7458 0.8524 -4.2906
N -2.8511 -0.4211 -3.5705
C -2.0933 -1.4445 -4.3004
N -0.6916 -1.0817 -4.5400
C -0.6520 0.2108 -5.2363
N -1.3634 1.2783 -4.5268
C -0.6832 1.6544 -3.2890
P -0.6020 0.2117 -2.1379
C -2.3816 -0.2934 -2.1900
C 0.0856 -1.0470 -3.3033
H -3.2691 1.6249 -3.7269
H -3.2348 0.7392 -5.2567
H -2.5704 -1.5954 -5.2666
H -2.1323 -2.3827 -3.7460
H -1.1261 0.0834 -6.2079
H 0.3854 0.5082 -5.3930
H -1.2071 2.4762 -2.7982
H 0.3322 1.9845 -3.5034
H -2.9766 0.4452 -1.6476
H -2.5008 -1.2414 -1.6687
H 0.0786 -2.0242 -2.8180
H 1.1229 -0.7915 -3.5262

---

18
Properties=species:S:1:pos:R:3 method="wB97M-V/def2-TZVPD" charge=0 spin_multiplicity=2 relative_energy_ev=4.9437
C -1.8104 0.7574 -0.0252
C -0.9366 -0.0539 0.9432
C 0.5240 0.0595 0.5466
C 1.2713 -1.0273 0.1926
N 2.6467 -0.4263 -0.1043
C 2.3415 0.7501 0.5960
N 1.1517 1.3216 0.4905
N -2.0046 0.1080 -1.3051
H -1.3120 1.7193 -0.1874
H -2.7805 0.9775 0.4150
H -1.0764 0.0481 2.0178
H -1.1382 -1.1002 0.6789
H 1.3843 -2.0340 0.5600
H 2.5674 -0.2655 -1.1085
H 2.7871 0.8676 1.5761
H -1.2979 -0.5241 -1.5541
H 0.6228 -1.1109 -2.1411
H -2.9401 -0.0670 -1.5911

---

135
Properties=species:S:1:pos:R:3 method="wB97M-V/def2-TZVPD" charge=+1 relative_energy_ev=0.0000
C -4.1963 -2.5988 -2.7123
C -4.0341 -1.6322 -2.0574
C -3.9599 -0.3888 -1.2688
C -4.3862 0.7920 -2.2123
C -4.2724 0.5639 -3.7193
C -4.4275 1.9125 -4.4540
C -4.0102 1.7335 -5.9190
O -4.9451 -0.6396 -0.2681
C -4.8770 0.0111 0.9877
N -5.8543 1.0794 1.0559
S -5.4932 -1.2559 2.2064
C -3.4646 0.5839 1.3646
C -3.4324 0.6059 2.8930
C -3.3811 2.0482 0.8761
C -3.8563 3.1095 1.8647
O -3.0691 3.6863 2.5652
N -2.3258 -0.2572 0.7691
C -0.9732 0.3353 1.0225
C -0.4807 0.4541 2.4741
C 1.0453 0.2825 2.5488
C -2.4132 -1.7137 1.1463
C -1.0908 -2.4514 1.3874
C -1.3358 -3.9716 1.5000
S -0.0347 -4.9928 0.7630
C 0.1987 -4.4222 -0.9196
S 1.4886 -3.4562 -1.1943
N -0.6858 -4.8662 -1.8754
C -0.3338 -4.4784 -3.2467
C -1.3417 -4.9889 -4.2764
O -1.6931 -6.3456 -4.1349
C -2.0215 -6.6736 -2.8028
C -0.8894 -6.3453 -1.8651
C -2.4814 -0.1530 -0.7580
C -1.5086 -1.0477 -1.4864
C -0.7274 -0.5571 -2.4590
H -4.3738 -3.5421 -3.1754
H -3.7802 1.6719 -1.9982
H -5.4282 1.0075 -1.9792
H -5.0678 -0.0698 -4.0979
H -3.2920 0.1858 -4.0032
H -3.7927 2.6776 -4.0101
H -5.4776 2.2010 -4.4672
H -2.9826 1.3678 -5.9645
H -4.0555 2.6621 -6.4799
H -4.6223 0.9699 -6.3960
H -6.7645 0.6898 1.2543
H -5.9035 1.5451 0.1571
H -6.1497 -2.0105 1.3160
H -3.2418 -0.3580 3.3547
H -2.6779 1.2817 3.2795
H -4.3819 0.9602 3.2875
H -3.9473 2.2288 -0.0358
H -2.3709 2.3806 0.6502
H -4.9294 3.3219 1.9012
H -0.8691 1.3046 0.5457
H -0.2271 -0.2457 0.4906
H -0.9761 -0.2584 3.1258
H -0.7278 1.4498 2.8361
H 1.2984 -0.3927 3.3626
H 1.5205 1.2329 2.7673
H 1.4511 -0.1397 1.6338
H -2.9581 -1.8329 2.0753
H -3.0061 -2.2663 0.4215
H -0.3347 -2.2887 0.6248
H -0.6426 -2.1295 2.3229
H -1.2797 -4.2400 2.5528
H -2.3248 -4.2715 1.1542
H 0.6587 -4.8289 -3.5357
H -0.3459 -3.3933 -3.3175
H -2.2236 -4.3457 -4.3093
H -0.8604 -4.9001 -5.2486
H -2.9359 -6.1564 -2.4903
H -2.2121 -7.7440 -2.7774
H 0.0351 -6.8258 -2.1867
H -1.1767 -6.6431 -0.8627
H -2.1646 0.8316 -1.0810
H -1.4049 -2.0948 -1.2437
H -0.8982 0.4090 -2.9198
H 0.1252 -1.1254 -2.8073
C -1.4126 8.7348 1.7077
C -1.8490 9.5197 0.7125
C -3.0984 9.1990 -0.0639
O -3.4332 9.9712 -0.9404
C -3.8289 7.9881 0.2724
C -3.3912 7.2032 1.2652
C -2.1538 7.5367 2.0573
O -1.8363 6.7752 2.9507
O -4.0027 6.0799 1.6285
O -1.2272 10.6269 0.3357
H -0.5184 8.9572 2.2723
H -4.7170 7.7608 -0.3005
H -3.4851 5.7039 2.3723
H -1.7533 11.0031 -0.3961
C 5.5770 2.7652 0.1699
C 4.4339 2.0788 0.1610
C 3.0962 2.7470 0.0477
O 2.1042 2.0311 0.0331
C 3.0513 4.1911 -0.0287
C 4.1965 4.8927 -0.0188
C 5.5429 4.2171 0.0684
O 6.5279 4.9236 0.0519
O 4.2366 6.2109 -0.0860
O 4.3996 0.7450 0.2501
H 6.5378 2.2843 0.2468
H 2.0823 4.6655 -0.0929
H 5.1818 6.4601 -0.0645
H 3.4601 0.4904 0.2140
C 8.6727 -2.3205 -0.9627
C 7.9705 -1.1909 -0.8036
C 8.4802 0.1365 -1.3088
O 7.7839 1.1241 -1.1405
C 9.7712 0.1764 -1.9642
C 10.4741 -0.9548 -2.1211
C 9.9590 -2.2836 -1.6361
O 10.6514 -3.2622 -1.8342
O 11.6597 -0.9962 -2.7064
O 6.7864 -1.1671 -0.2011
H 8.3179 -3.2776 -0.6076
H 10.1317 1.1352 -2.3088
H 11.9423 -1.9313 -2.6895
H 6.4609 -0.2481 -0.2188
C 2.0230 -3.2389 4.7830
C 2.3400 -3.6193 3.5393
C 3.0663 -4.9107 3.2614
O 3.2934 -5.1691 2.0964
C 3.4413 -5.7500 4.3829
C 3.1265 -5.3691 5.6297
C 2.3844 -4.0883 5.9078
O 2.1208 -3.8251 7.0640
O 3.4369 -6.0783 6.7038
O 2.0371 -2.9054 2.4579
H 1.5021 -2.3158 4.9970
H 3.9729 -6.6671 4.1724
H 3.0949 -5.5826 7.4724
H 2.3605 -3.4211 1.6878

---

83
Properties=species:S:1:pos:R:3 method="wB97M-V/def2-TZVPD" charge=0 relative_energy_ev=0.9123
N -5.2041 3.8451 -3.9270
C -5.2267 4.1890 -2.6360
C -4.6853 3.3848 -1.6256
C -3.9272 2.2328 -2.0000
C -3.9924 1.8436 -3.3678
C -4.6169 2.6966 -4.2806
C -3.0125 1.5908 -1.0882
Pd -1.1563 0.0189 0.0892
P 4.1527 -0.7912 0.3380
C -1.6824 1.1183 -1.4912
C -0.5750 2.1547 -1.4863
C 0.6177 1.9024 -2.1844
C 1.7057 2.7839 -2.0344
C 1.5843 3.9789 -1.2734
C 0.3777 4.2268 -0.5793
C -0.6839 3.2995 -0.6959
Br 3.0605 5.0222 -1.0054
H -3.2852 1.5449 -0.0231
H -1.6257 0.4567 -2.3710
H -4.7669 3.7124 -0.5941
H -3.5595 0.9129 -3.7263
H -5.7068 5.1406 -2.3928
H -4.6517 2.4477 -5.3435
H 0.7029 0.9889 -2.7824
H -1.6058 3.4405 -0.1382
H 2.6527 2.4917 -2.4665
H 0.3140 5.0612 0.1217
P -0.9352 -2.1707 -0.3338
C 3.9334 1.0044 0.3383
C 5.2615 1.7430 0.0707
H 3.5417 1.2797 1.3289
H 3.1705 1.2603 -0.4080
H 5.1931 2.7954 0.3788
H 6.0849 1.2732 0.6291
H 5.5338 1.7205 -0.9932
C 3.7486 -1.4210 -1.3156
C 4.9425 -2.1272 -1.9911
H 3.4297 -0.5478 -1.9097
H 2.9057 -2.1181 -1.2118
H 4.7495 -2.2350 -3.0658
H 5.8771 -1.5611 -1.8691
H 5.0922 -3.1359 -1.5835
C 3.1978 -1.5723 1.6539
C 4.1259 -2.0617 2.7905
H 2.6422 -2.4121 1.2137
H 2.4824 -0.8212 2.0168
H 3.6030 -2.7892 3.4257
H 5.0282 -2.5419 2.3828
H 4.4479 -1.2252 3.4278
C -0.3924 -3.0988 1.1455
C -1.1312 -4.3930 1.4051
H -0.5014 -2.4148 1.9956
H 0.6841 -3.2691 1.0220
H -2.1189 -4.2101 1.8298
H -1.2534 -4.9970 0.5067
H -0.5710 -4.9902 2.1281
C 0.4029 -2.3775 -1.5521
C -0.0307 -2.4616 -3.0048
H 0.9948 -3.2529 -1.2425
H 1.0182 -1.4771 -1.4016
H -0.7759 -3.2450 -3.1645
H -0.4443 -1.5054 -3.3455
H 0.8420 -2.6878 -3.6265
C -2.4961 -2.8049 -1.0233
C -3.6577 -2.5111 -0.0853
H -2.3882 -3.8630 -1.2864
H -2.6532 -2.2639 -1.9671
H -4.6068 -2.6576 -0.6084
H -3.6841 -3.1322 0.8169
H -3.6370 -1.4644 0.2393
N -1.2968 1.1582 6.2911
C -1.2991 0.9688 4.9303
C -1.8752 -0.2083 4.3918
C -1.8875 -0.3582 3.0054
N -1.3272 0.5493 2.1850
C -0.7230 1.6450 2.6880
C -0.7161 1.9195 4.0543
H -1.7012 0.4687 6.9184
H -0.9363 1.9903 6.7344
H -2.2975 -0.9809 5.0364
H -2.3178 -1.2506 2.5534
H -0.2278 2.3107 1.9779
H -0.2548 2.8340 4.4413

---

58
Properties=species:S:1:pos:R:3 method="wB97M-V/def2-TZVPD" charge=+1 spin_multiplicity=5 e_tot_ha=-2065.6940
C -3.3071 3.5040 -1.3762
C -2.3867 2.6828 -0.7141
N -1.6051 1.8276 -1.4109
C -1.6226 1.8075 -2.7571
C -2.4891 2.6542 -3.4519
C -3.3393 3.5046 -2.7585
C -2.5162 2.4396 0.7502
P -1.0067 1.7000 1.4386
Pt -0.3230 0.5277 -0.3917
P 0.1177 -0.3529 -2.4241
C -0.6447 0.9325 -3.4884
O -4.3727 0.6577 0.7217
O -3.4101 -0.7826 -1.0647
H -3.9038 4.1704 -0.7759
H -2.5025 2.5697 -4.5327
H -4.0405 4.1366 -3.2938
C 0.3128 2.7778 2.0726
C -1.5377 0.7132 2.8503
H -1.1320 0.4264 -4.3263
H 0.1935 1.5089 -3.9114
H -3.5113 1.5662 0.8406
H -2.8997 3.2926 1.3271
C 1.8355 -0.5567 -2.8889
C -0.7929 -1.8574 -2.7805
H -1.6722 -0.6398 0.2026
H -3.7482 -1.6751 -0.8914
H -4.0277 0.0596 -0.2453
H -5.2406 1.0804 0.7191
H 1.0055 1.4801 -0.6134
H -2.0160 -0.6127 -0.6679
H -0.0439 3.4499 2.8688
H 1.1195 2.1324 2.4659
H 0.7196 3.3744 1.2434
H -1.7832 1.3474 3.7127
H -2.4274 0.1298 2.5841
H -0.7365 0.0252 3.1415
H -0.6768 -2.1039 -3.8419
H -0.3761 -2.6600 -2.1640
H -1.8528 -1.7235 -2.5407
H 1.9230 -0.7857 -3.9573
H 2.3886 0.3614 -2.6652
H 2.2588 -1.3794 -2.3024
O 1.1840 -2.5095 -0.4122
C 1.4852 -1.8105 0.5913
O 0.9328 -0.7038 1.0052
C 2.6345 -2.2420 1.4450
C 3.0193 -1.4941 2.5698
C 4.1315 -1.8671 3.3126
C 4.8647 -3.0033 2.9812
C 4.4630 -3.7627 1.8843
C 3.3494 -3.4030 1.1435
N 6.0041 -3.3661 3.7385
O 6.3407 -2.6401 4.7101
O 6.6478 -4.3911 3.3928
H 2.4862 -0.6014 2.8410
H 4.4499 -1.2915 4.1666
H 5.0244 -4.6453 1.6354
H 3.0532 -3.9794 0.2923

---

38
Properties=species:S:1:pos:R:3 method="wB97M-V/def2-TZVPD" charge=+1 spin_multiplicity=5 e_tot_ha=-1032.3344
C -0.0699 2.7818 -2.6212
C 1.3520 2.7184 -2.3831
C 1.6186 2.9200 -0.9958
C 0.3915 3.1669 -0.3231
C -0.7180 3.0234 -1.2501
Os -0.2149 1.0161 -1.4970
P -0.4782 -0.6115 -2.9317
H -0.5835 2.8797 -3.5772
H 2.1084 2.5600 -3.1520
H 2.6080 2.8890 -0.5325
H -1.7485 3.3431 -1.0990
H 0.2812 3.4159 0.7348
H 0.2470 -1.7840 -2.4982
H 0.0539 -0.4429 -4.2586
H -1.7919 -1.1494 -3.1828
C 1.0878 -2.7079 0.5849
N 1.3134 -1.6943 1.6461
C 2.7420 -1.6736 2.0593
C 0.8066 -0.2965 1.2880
C -0.6820 -0.2959 1.1223
C -1.4494 -0.9915 2.0651
C -2.8376 -1.1038 1.9041
C -3.4731 -0.4154 0.8708
C -2.7225 0.3549 -0.0246
C -1.3241 0.3312 0.0487
H 1.6584 -2.4129 -0.3045
H 0.0294 -2.7950 0.3617
H 1.4751 -3.6640 0.9724
H 0.7713 -2.0123 2.4691
H 3.3369 -1.3523 1.1994
H 2.8543 -0.9777 2.8911
H 3.0189 -2.6899 2.3671
H 1.1118 0.3324 2.1428
H 1.3691 0.0523 0.4059
H -0.9788 -1.4617 2.9300
H -3.4007 -1.7207 2.6043
H -4.5611 -0.4776 0.7752
H -3.2014 0.9455 -0.8113

---

| no. | molar mass (g/mol) |
| --- | --- |
| 1 | 704.4 |
| 2 | 112.2 |
| 3 | 1103.2 |
| 4 | 697.0 |
| 5 | 626.5 |
| 6 | 424.5 |